No. 1
Computed, not measured: the ion CH2NO4P with charge -2 at a distorted geometry, with ωB97M-V/def2-TZVPD.

Output
Energy above the lowest of the compared OMol25 structures with the same formula, charge and spin ... 19.7 kcal/mol
Kohn-Sham gap ... 7.24 eV
SMILES string ... [H]/N=C\OP(=O)([O-])[O-]
HOMO level ... 0.303 eV

ORCA input file:
```
! RIJCOSX wB97M-V def2-TZVPD def2/J DEFGRID3
* xyz -2 1
C 0.35823 -0.37146 -0.19716
N 0.05137 0.47126 0.67129
O -1.78346 1.21946 -1.53005
O 0.07842 -0.64326 -1.38878
O -1.72009 -0.54878 -3.39162
O -2.41760 -1.22463 -1.02985
P -1.69246 -0.27737 -1.90940
H 1.21202 -1.01864 0.27349
H -0.70421 1.01958 0.23566
*
```

Atomic partial charges in e from the Löwdin method, atoms 1 to 5: -0.630 0.024 -0.482 -0.162 -0.467

No. 2
Computed, not measured: an isolated molecule of C18H29N5O3 at a distorted geometry, with ωB97M-V/def2-TZVPD.

Output
Energy above the lowest of the compared OMol25 structures with the same formula, charge and spin ... 14.0 kcal/mol
Kohn-Sham gap ... 9.02 eV
SMILES string ... CCOCCn1c(CN2CCC(C)CC2)nc2c1c(=O)n(C)c(=O)n2C
HOMO level ... -8.308 eV

ORCA input file:
```
! RIJCOSX wB97M-V def2-TZVPD def2/J DEFGRID3
* xyz 0 1
C -0.30788 1.57360 -2.18888
C 0.18657 2.92820 -1.69031
O 0.20901 3.04381 -0.28092
C -1.04855 3.18261 0.34438
C -1.20180 2.17831 1.49489
N -1.28948 0.82215 1.02069
C -0.31778 -0.09685 0.81104
N -0.80285 -1.24938 0.37497
C -2.13365 -1.06468 0.27195
C -2.47781 0.21832 0.66544
C -3.82758 0.68455 0.67028
O -4.22224 1.78981 1.00081
N -4.70350 -0.31101 0.22616
C -4.39080 -1.60237 -0.17864
O -5.25579 -2.36922 -0.54335
N -3.06157 -1.96537 -0.14629
C -2.65596 -3.29108 -0.55700
H -2.15155 -3.79248 0.26865
H -1.96862 -3.21959 -1.39982
H -3.55130 -3.83895 -0.84334
C -6.11896 0.01673 0.17542
H -6.67800 -0.65688 0.82420
H -6.48803 -0.09621 -0.84351
H -6.22931 1.04569 0.50947
C 1.13912 0.15322 1.01730
N 1.85200 -0.01171 -0.24119
C 2.10773 -1.39642 -0.59598
C 3.25163 -2.03383 0.20225
C 4.52875 -1.20081 0.07593
C 5.65870 -1.78942 0.91557
H 5.87295 -2.80991 0.60585
H 6.56523 -1.19831 0.80510
H 5.38466 -1.80195 1.96882
C 4.22391 0.24128 0.48645
C 3.05841 0.78483 -0.34711
H 2.82138 1.81239 -0.06262
H 3.34657 0.78489 -1.40383
H 3.96433 0.27234 1.54743
H 5.10367 0.87016 0.33800
H 4.83822 -1.20002 -0.97629
H 2.97188 -2.10900 1.25565
H 3.42427 -3.04655 -0.16562
H 1.18058 -1.95254 -0.45091
H 2.36171 -1.41227 -1.66102
H 1.27860 1.18235 1.34751
H 1.50064 -0.52595 1.80667
H -0.35579 2.27423 2.17710
H -2.13037 2.40557 2.02336
H -1.12714 4.19485 0.76470
H -1.86962 3.04204 -0.36430
H 1.22757 3.07057 -1.98960
H -0.41651 3.74001 -2.12235
H -1.35434 1.41719 -1.93281
H -0.21133 1.53026 -3.27025
H 0.28999 0.78281 -1.74009
*
```

Atomic partial charges in e from the Löwdin method, atoms 1 to 5: -0.060 -0.256 -0.157 -0.178 -0.081

No. 3
Computed, not measured: a cluster of 3 separate species, C11H30N2O3P in total at a distorted geometry, with ωB97M-V/def2-TZVPD.

Output
Kohn-Sham gap ... 4.26 eV
HOMO level ... -2.315 eV

ORCA input file:
```
! RIJCOSX wB97M-V def2-TZVPD def2/J DEFGRID3
* xyz -1 1
C 6.66317 -2.73739 2.53145
O 6.13467 -1.39062 2.79834
C 4.81928 -1.42631 3.45789
C 3.80862 -0.36763 2.69076
C 2.78169 -1.21499 1.73461
C 1.19890 -1.12019 2.15811
P 0.46258 -2.76469 2.83597
H 6.61468 -3.47977 3.43478
H 7.81943 -2.60183 2.27480
H 6.18924 -3.25231 1.57732
H 4.95387 -1.00158 4.56259
H 4.35067 -2.51049 3.54708
H 3.30264 0.41588 3.39785
H 4.50832 0.26090 1.95604
H 2.88319 -0.77148 0.63173
H 3.19913 -2.31960 1.66153
H 0.60233 -0.89942 1.14815
H 0.93824 -0.25914 2.91144
H 1.79085 -3.29486 3.02279
H 0.45589 -3.36141 1.49505
H -0.88405 -2.24715 2.57373
H 0.38663 -2.27537 4.19336
H -0.15004 -4.01762 3.29861
C -0.62206 0.75118 -1.23691
C -1.46253 -0.45975 -0.93452
O -1.39914 -1.04767 0.14189
N -2.31476 -0.90000 -1.90248
C -2.53109 -0.34962 -3.21994
H 0.00792 0.98544 -0.37374
H 0.02585 0.54997 -2.09366
H -1.26640 1.61055 -1.43827
H -2.84758 -1.71811 -1.62912
H -3.58511 -0.07448 -3.30365
H -2.30340 -1.12636 -3.95370
H -1.91030 0.52660 -3.41367
C -4.83505 2.42813 -2.23871
C -3.62532 3.31802 -2.33267
O -2.63046 3.14533 -1.63356
N -3.65805 4.34278 -3.23037
C -4.72526 4.70597 -4.13291
H -4.66501 1.65640 -1.48219
H -5.70751 3.01612 -1.94309
H -5.01194 1.93791 -3.19924
H -2.81046 4.89907 -3.23853
H -4.33637 4.66224 -5.15296
H -5.02630 5.73161 -3.90708
H -5.58957 4.04574 -4.04490
*
```

Atomic partial charges in e from the Löwdin method, atoms 1 to 5: -0.151 -0.273 -0.233 -0.186 -0.286

No. 4
Computed, not measured: an isolated molecule of C3H6N4 at a distorted geometry, with ωB97M-V/def2-TZVPD.

Output
Energy above the lowest of the compared OMol25 structures with the same formula, charge and spin ... 70.1 kcal/mol
Kohn-Sham gap ... 8.96 eV
SMILES string ... N/N=C1/C=NNC1
HOMO level ... -8.300 eV

ORCA input file:
```
! RIJCOSX wB97M-V def2-TZVPD def2/J DEFGRID3
* xyz 0 1
C -0.33219 -0.03224 -0.28005
C 0.84143 0.20862 0.66004
C -1.06515 1.12955 0.04690
H -0.49748 -2.61068 -2.04755
H 0.21474 -2.51975 -0.55145
H 1.80890 0.23509 0.20046
H 0.80319 -0.60455 1.37466
H 1.24852 2.25322 1.20331
H -2.06381 1.29506 -0.38134
N -0.00148 -1.96442 -1.41171
N -0.80027 -0.82625 -1.15392
N 0.54003 1.48075 1.37858
N -0.69643 1.95561 0.96208
*
```

Atomic partial charges in e from the Löwdin method, atoms 1 to 5: -0.316 -0.117 -0.163 0.078 0.093

Which of these has the lowest Kohn-Sham gap?
C11H30N2O3P

Among the records above, which one has the lowest Kohn-Sham gap?
C11H30N2O3P